{
  "formula": "C3H4N4O",
  "method": "ωB97M-V with the def2-TZVPD basis set",
  "de_lowest_kcal_mol": 72.96,
  "homo_lumo_gap_ha": 0.3505,
  "lumo_ev": 0.02,
  "spin_multiplicity": 1,
  "elements": ["C", "C", "C", "H", "H", "H", "H", "N", "N", "N", "N", "O"],
  "coordinates": [[-1.18524, 0.66525, -0.19946], [-0.39648, -1.31020, 0.12119], [2.21090, 0.04420, -0.06950], [-2.22141, 2.18528, 0.22344], [0.21845, -2.14672, 0.31710], [2.19063, -1.01368, -0.01536], [3.23730, 0.43985, -0.13865], [-2.19236, -0.15070, -0.19585], [-1.66602, -1.41583, -0.02311], [-0.04009, -0.01657, -0.04602], [1.07360, 0.73901, -0.08843], [-1.22929, 1.98011, 0.11465]],
  "mulliken_charge": [0.50, 0.22, -0.20, 0.37, 0.38, 0.15, 0.26, -0.53, -0.41, 0.65, -0.91, -0.48]
}

***

{
  "formula": "C3H4N4O",
  "method": "ωB97M-V with the def2-TZVPD basis set",
  "de_lowest_kcal_mol": 78.27,
  "homo_lumo_gap_ha": 0.3230,
  "lumo_ev": -0.07,
  "spin_multiplicity": 1,
  "elements": ["C", "C", "C", "H", "H", "H", "H", "N", "N", "N", "N", "O"],
  "coordinates": [[0.23276, -0.03728, -0.92197], [0.68577, 0.07991, 0.35325], [-0.28618, 0.19533, 1.41836], [1.88383, -0.23544, -1.81046], [0.56466, -0.21953, -2.88113], [1.74208, -0.00223, 0.55091], [-1.00565, 0.49959, 3.06522], [1.00404, 0.15843, -2.00696], [-0.11048, 0.40440, 2.62398], [-1.58841, -0.13547, 0.98588], [-2.03559, -0.40224, -0.14240], [-1.08683, -0.30547, -1.23469]],
  "mulliken_charge": [0.64, -0.39, 0.38, 0.26, 0.28, 0.27, 0.29, -0.50, -0.66, -0.17, -0.16, -0.25]
}

***

{
  "formula": "C3H4N4O",
  "method": "ωB97M-V with the def2-TZVPD basis set",
  "de_lowest_kcal_mol": 165.58,
  "homo_lumo_gap_ha": 0.3438,
  "lumo_ev": -0.26,
  "spin_multiplicity": 1,
  "elements": ["C", "C", "C", "H", "H", "H", "H", "N", "N", "N", "N", "O"],
  "coordinates": [[-0.99881, 0.04123, 0.06533], [1.88857, -0.30527, 0.09185], [-0.53478, 1.51677, 0.21098], [-2.71366, -1.00447, 0.02870], [-0.32074, -2.18684, -0.77936], [2.82790, -0.96782, -0.14392], [-1.24159, 2.29579, 0.41990], [-2.29240, 0.01281, 0.01569], [-0.12911, -0.93737, -0.27568], [1.74890, 0.88528, -0.31177], [0.77805, 1.82246, 0.10832], [0.98767, -1.17259, 0.56996]],
  "mulliken_charge": [0.47, 0.18, -0.08, 0.25, 0.37, 0.32, 0.46, -0.60, -0.39, -0.35, -0.40, -0.23]
}

***

{
  "formula": "C3H4N4O",
  "method": "ωB97M-V with the def2-TZVPD basis set",
  "de_lowest_kcal_mol": 104.27,
  "homo_lumo_gap_ha": 0.3105,
  "lumo_ev": -0.19,
  "spin_multiplicity": 1,
  "elements": ["C", "C", "C", "H", "H", "H", "H", "N", "N", "N", "N", "O"],
  "coordinates": [[-0.65709, -0.40172, -0.19715], [1.54093, -1.00580, -0.06264], [1.90707, 0.41148, -0.15458], [-3.60866, -0.12328, 0.41597], [2.35294, -1.76324, -0.01240], [2.95476, 0.59887, -0.24873], [-0.96601, 1.70856, 0.32335], [-1.84921, -0.80122, -0.01469], [0.33086, -1.34817, 0.08350], [1.03774, 1.34672, 0.08067], [-0.30286, 1.00818, -0.05302], [-2.74047, 0.36964, -0.16028]],
  "mulliken_charge": [0.44, 0.17, -0.20, 0.39, 0.36, 0.38, 0.31, -0.40, -0.44, -0.68, 0.13, -0.46]
}